DFT (ωB97M-V with the def2-TZVPD basis set) results for a cluster of 13 separate species, C55H98NO17 in total.

Structure (XYZ):
```
171
Properties=species:S:1:pos:R:3:lowdin_charge:R:1
C 4.988 -0.915 -2.641 -0.024
C 3.654 -0.480 -3.226 -0.449
C 3.660 -0.945 -4.685 0.001
C 2.555 -1.095 -2.375 -0.041
C 1.111 -0.698 -2.729 -0.360
C 0.520 -1.776 -3.637 -0.077
C -0.555 -1.317 -4.645 -0.070
C -0.095 -1.235 -6.059 -0.554
O -0.352 -0.345 -6.811 0.125
O 0.665 -2.276 -6.423 0.086
O 0.428 -0.680 -1.435 0.041
C -0.916 -0.849 -1.442 -0.449
O -1.400 -1.894 -1.152 0.160
C -1.781 0.323 -1.742 -0.128
C -1.567 1.568 -1.118 -0.007
C -2.413 2.646 -1.416 -0.059
C -3.449 2.501 -2.342 -0.074
C -3.671 1.262 -2.945 -0.062
C -2.845 0.176 -2.645 -0.021
C 1.123 0.686 -3.360 -0.047
C 2.245 1.595 -2.875 -0.462
C 2.107 2.919 -3.649 -0.010
C 2.141 1.892 -1.389 -0.003
N 3.574 1.028 -3.209 -0.103
O 4.544 1.642 -2.651 -0.009
H 5.814 -0.546 -3.229 0.060
H 5.011 -2.001 -2.709 0.093
H 5.077 -0.658 -1.592 0.094
H 4.055 -1.954 -4.748 0.086
H 2.695 -0.900 -5.174 0.061
H 4.345 -0.305 -5.232 0.095
H 2.636 -2.172 -2.498 0.138
H 2.729 -0.899 -1.323 0.119
H 1.331 -2.222 -4.194 0.096
H 0.111 -2.580 -3.036 0.129
H -0.995 -0.354 -4.422 0.106
H -1.351 -2.060 -4.644 0.138
H 0.788 -2.196 -7.381 0.138
H -0.771 1.714 -0.405 0.092
H -2.251 3.601 -0.939 0.096
H -4.076 3.343 -2.585 0.099
H -4.471 1.143 -3.657 0.102
H -3.016 -0.783 -3.109 0.115
H 0.199 1.224 -3.183 0.122
H 1.204 0.595 -4.442 0.132
H 2.520 2.827 -4.648 0.088
H 2.579 3.729 -3.107 0.080
H 1.054 3.173 -3.745 0.084
H 2.450 1.027 -0.810 0.077
H 2.840 2.678 -1.136 0.088
H 1.137 2.173 -1.118 0.062
C -0.052 5.627 1.357 -0.016
C -0.233 4.153 1.625 -0.498
O 0.539 3.329 1.184 0.047
C -1.414 3.748 2.468 -0.018
H 0.831 5.781 0.742 0.082
H -0.927 6.022 0.839 0.085
H 0.062 6.165 2.299 0.088
H -2.346 4.069 2.000 0.091
H -1.338 4.209 3.455 0.075
H -1.426 2.665 2.580 0.085
C -2.907 3.378 5.990 -0.015
C -3.184 4.821 6.329 -0.497
O -3.332 5.656 5.463 0.054
C -3.262 5.174 7.793 -0.018
H -2.882 3.268 4.909 0.059
H -1.948 3.075 6.414 0.073
H -3.692 2.738 6.395 0.091
H -2.317 4.930 8.277 0.059
H -4.058 4.605 8.276 0.089
H -3.466 6.238 7.898 0.080
C 2.088 -0.401 2.018 -0.018
C 3.431 0.061 2.524 -0.502
O 4.463 -0.465 2.174 0.066
C 3.423 1.222 3.490 -0.019
H 2.226 -1.235 1.332 0.079
H 1.459 -0.725 2.850 0.085
H 1.587 0.415 1.500 0.071
H 2.845 0.964 4.381 0.080
H 2.964 2.091 3.017 0.078
H 4.443 1.462 3.780 0.080
C 0.473 4.387 10.207 -0.020
C 0.260 3.391 9.092 -0.493
O -0.853 3.026 8.780 0.043
C 1.493 2.880 8.400 -0.023
H -0.487 4.678 10.627 0.079
H 1.090 3.944 10.990 0.086
H 0.983 5.273 9.824 0.086
H 2.144 2.367 9.110 0.054
H 2.040 3.711 7.950 0.092
H 1.205 2.177 7.620 0.084
C 7.670 2.418 -3.259 -0.026
C 8.062 1.379 -4.283 -0.489
O 7.821 0.204 -4.126 0.058
C 8.769 1.878 -5.521 -0.038
H 7.168 1.941 -2.422 0.071
H 8.558 2.944 -2.902 0.083
H 6.989 3.140 -3.711 0.084
H 9.699 2.377 -5.250 0.084
H 8.129 2.589 -6.048 0.086
H 8.994 1.047 -6.177 0.064
C 10.148 3.303 -9.633 -0.021
C 11.034 2.363 -8.850 -0.492
O 10.639 1.799 -7.857 0.065
C 12.437 2.164 -9.371 -0.023
H 9.171 3.361 -9.159 0.079
H 10.592 4.299 -9.663 0.085
H 10.031 2.944 -10.656 0.085
H 12.969 3.116 -9.393 0.084
H 12.407 1.761 -10.385 0.084
H 12.969 1.470 -8.725 0.081
C -2.428 -2.862 3.992 -0.024
C -2.713 -1.870 2.888 -0.495
O -2.887 -0.695 3.137 0.045
C -2.768 -2.411 1.488 -0.034
H -2.414 -2.351 4.952 0.077
H -3.198 -3.635 4.006 0.084
H -1.462 -3.340 3.823 0.082
H -3.553 -3.160 1.409 0.079
H -1.811 -2.864 1.227 0.086
H -2.983 -1.610 0.792 0.065
C 4.616 -1.269 9.880 -0.021
C 3.436 -0.374 9.597 -0.488
O 3.575 0.807 9.370 0.055
C 2.072 -1.022 9.608 -0.014
H 5.533 -0.686 9.842 0.082
H 4.515 -1.719 10.869 0.086
H 4.666 -2.068 9.140 0.087
H 1.876 -1.463 10.586 0.087
H 2.028 -1.811 8.857 0.088
H 1.308 -0.279 9.390 0.076
C -8.009 -1.703 0.825 -0.024
C -6.544 -1.408 1.048 -0.484
O -5.682 -2.130 0.602 0.067
C -6.208 -0.175 1.851 -0.011
H -8.108 -2.609 0.237 0.056
H -8.512 -1.846 1.782 0.088
H -8.478 -0.879 0.284 0.088
H -6.647 -0.249 2.848 0.089
H -6.614 0.710 1.358 0.086
H -5.129 -0.074 1.945 0.065
C 1.969 -5.048 -5.960 -0.032
C 2.742 -6.010 -5.087 -0.503
O 2.279 -6.443 -4.060 0.073
C 4.123 -6.398 -5.563 -0.024
H 1.001 -4.848 -5.510 0.076
H 2.517 -4.110 -6.057 0.070
H 1.822 -5.479 -6.952 0.088
H 4.753 -5.511 -5.650 0.083
H 4.061 -6.878 -6.541 0.083
H 4.571 -7.087 -4.852 0.081
C -13.714 -2.686 0.275 -0.023
C -12.248 -2.401 0.493 -0.495
O -11.389 -3.125 0.046 0.065
C -11.910 -1.168 1.297 -0.016
H -13.825 -3.593 -0.313 0.082
H -14.217 -2.815 1.235 0.085
H -14.183 -1.854 -0.253 0.085
H -12.344 -1.244 2.295 0.088
H -12.310 -0.280 0.804 0.088
H -10.831 -1.076 1.382 0.056
C -9.040 -5.545 0.098 -0.021
C -8.232 -6.617 0.789 -0.501
O -8.588 -7.108 1.835 0.065
C -6.952 -7.043 0.109 -0.024
H -9.929 -5.323 0.680 0.071
H -8.442 -4.641 0.000 0.060
H -9.341 -5.882 -0.895 0.091
H -6.282 -6.187 0.005 0.083
H -7.169 -7.435 -0.885 0.083
H -6.464 -7.813 0.701 0.079
```

Net charge: 0
Energy (eV): -94920.7575
Multiplicity: 2
Max |F| (eV/A): 1.570